A cluster of 3 separate species, C2H8ClN4O2 in total in a non-equilibrium geometry, computed with ωB97M-V/def2-TZVPD.

Each line ends with the Löwdin charge.
Element x y z (Å)
H: -16.400 -18.532 16.442  0.13
H: -10.195 -22.664 7.662  0.13
H: -17.350 -19.555 19.505  0.10
H: -11.280 -22.584 9.062  0.12
C: -15.877 -18.755 18.362  -0.81
N: -11.593 -24.964 9.182  0.17
C: -10.740 -24.377 8.421  -0.86
N: -16.407 -19.197 19.456  0.15
H: -15.952 -18.953 20.323  0.12
O: -14.750 -18.304 18.307  0.04
H: -11.954 -25.858 8.881  0.12
N: -16.722 -18.725 17.380  0.17
O: -9.969 -24.984 7.725  0.02
N: -10.712 -23.105 8.409  0.18
H: -12.158 -24.400 9.800  0.11
H: -17.676 -18.949 17.623  0.10
Cl: -12.341 -17.546 12.165  -1.00

Atomic forces in eV per Å
-0.29 0.00 0.21
-0.01 0.08 0.59
0.36 0.13 0.08
0.21 0.43 -0.52
2.97 2.04 -0.62
-3.73 -2.14 3.39
2.41 -1.80 -2.17
-1.59 -1.77 4.84
-0.08 -0.24 -0.25
1.04 -0.03 -0.02
0.32 0.17 0.34
-2.56 -0.25 -3.23
1.44 -2.03 -1.95
-0.42 5.72 0.56
-0.21 -0.38 -0.21
0.18 0.13 -0.97
-0.03 -0.06 -0.07

Total charge: -1
Electronic energy (eV): -24784.2376
Frontier orbital gap (hartree): 0.2126
Molar mass (g mol⁻¹): 155.57
HOMO (eV): -3.44

A structure of composition C13H22AlBF4NO7 in a non-equilibrium geometry, computed with ωB97M-V/def2-TZVPD.

Each line ends with the Löwdin charge.
Element x y z (Å)
B: 0.626 0.035 1.881  -0.65
C: 0.444 -1.710 -1.265  -0.02
H: 3.037 0.048 -1.868  0.10
H: -1.981 -2.623 -0.012  0.14
C: -2.338 -1.610 -0.233  -0.08
H: 0.458 -1.250 -4.866  0.09
C: -2.164 0.774 0.370  -0.08
H: -1.026 2.014 1.711  0.11
H: -1.279 -0.953 2.291  0.11
H: -2.814 0.591 1.242  0.14
C: 0.876 3.575 1.421  0.03
N: 1.457 -0.458 -3.198  -0.19
H: 1.885 0.660 0.432  0.07
H: -2.169 2.912 0.683  0.13
H: 1.072 -1.827 -0.372  0.13
H: -0.182 -1.936 1.331  0.12
O: -1.719 -0.096 -3.225  0.15
C: -1.324 -0.511 0.174  -0.36
C: -1.580 -0.602 -2.162  -0.46
H: 0.853 2.892 2.282  0.08
O: 0.468 0.868 2.956  0.13
C: 1.419 -1.663 -2.430  -0.43
F: -0.673 -3.010 3.820  -0.17
H: 3.376 0.377 -3.576  0.08
F: 0.684 -2.020 6.016  -0.17
C: -0.573 -0.916 1.452  -0.01
C: 2.590 0.398 -2.808  -0.05
C: -1.453 2.079 0.707  -0.14
C: -0.481 -0.481 -1.130  -0.13
H: -3.318 -1.449 0.229  0.14
H: 2.251 -1.294 -5.003  0.08
H: 0.037 4.273 1.517  0.10
H: 1.350 0.247 -5.155  0.09
F: -1.075 -0.443 4.598  -0.16
H: 1.835 4.101 1.429  0.10
H: 0.129 0.412 -1.272  0.14
C: 1.388 -0.717 -4.633  -0.08
O: 2.128 -2.599 -2.663  0.12
O: -0.405 2.329 -0.251  0.01
C: 0.799 2.780 0.144  -0.53
H: -0.186 0.516 3.604  0.07
Al: -0.775 -2.032 5.190  -0.14
O: 1.750 2.534 -0.540  0.10
H: -0.120 -2.646 -1.373  0.14
O: 1.843 0.072 1.201  0.15
O: -2.525 -1.456 -1.665  0.02
H: -2.820 0.914 -0.501  0.14
H: 2.260 1.434 -2.662  0.07
F: -2.033 -2.534 6.180  -0.18

Atomic forces in eV per Å
-0.01 0.11 0.23
0.12 0.09 0.13
-0.11 0.12 -0.15
-0.04 0.23 -0.05
-0.10 0.20 -0.16
0.22 0.08 0.07
-0.10 0.05 0.10
-0.10 0.07 -0.23
0.01 -0.13 -0.24
0.01 -0.01 -0.29
0.14 0.08 0.18
-0.03 -0.02 -0.09
0.17 -0.22 0.15
0.15 -0.15 -0.06
-0.19 0.08 -0.12
-0.14 0.17 0.11
0.08 0.30 -0.92
0.03 -0.38 -0.02
-0.11 -0.36 0.70
0.02 0.13 -0.24
0.43 -0.42 0.03
-0.24 0.49 0.14
-0.02 0.00 -0.07
-0.06 -0.10 0.16
0.05 0.06 0.05
0.12 -0.08 0.01
-0.08 0.19 0.00
-0.01 0.02 0.19
0.42 -0.11 0.24
0.18 -0.18 -0.01
-0.15 0.08 0.04
0.16 -0.08 -0.06
0.01 -0.19 0.12
-0.17 0.06 0.14
-0.28 -0.05 -0.03
-0.42 -0.10 -0.05
0.04 0.11 -0.06
0.23 -0.69 -0.31
-0.09 -0.06 0.06
-0.73 0.41 0.72
-0.03 0.04 -0.10
0.12 -0.16 -0.04
0.67 -0.09 -0.54
0.13 0.14 0.04
-0.36 0.34 -0.23
-0.07 0.06 0.37
0.14 0.04 0.11
0.10 -0.26 -0.06
-0.11 0.09 0.03

Total charge: -1
Electronic energy (eV): -47818.6269
Frontier orbital gap (hartree): 0.3423
Molar mass (g mol⁻¹): 418.11
HOMO (eV): -6.70

The molecule C8H4 in a non-equilibrium geometry, computed with ωB97M-V/def2-TZVPD.

Each line ends with the Löwdin charge.
Element x y z (Å)
C: -1.352 1.637 -0.039  0.01
C: -0.272 -1.079 -0.085  -0.04
C: -1.702 -1.066 0.062  -0.21
C: 1.175 1.518 -0.119  -0.01
C: -1.884 0.399 -0.044  0.07
H: -1.932 -1.594 1.023  0.14
C: 1.967 0.240 -0.065  -0.20
H: 2.438 0.308 0.883  0.09
H: -2.223 -1.580 -0.733  0.11
H: 2.939 0.009 -0.697  0.16
C: 0.857 -0.642 -0.090  -0.03
C: -0.011 1.850 -0.096  -0.09

Atomic forces in eV per Å
-3.50 -7.92 0.10
1.81 0.12 -0.17
-1.23 -0.67 0.56
-0.62 0.57 -0.80
3.26 7.41 0.49
-0.37 0.88 -0.60
2.61 1.23 -0.80
0.31 -0.45 1.35
-0.15 -0.29 -0.19
-2.43 0.79 0.37
-1.40 -1.73 -0.18
1.72 0.06 -0.13

Total charge: 0
Electronic energy (eV): -8351.7827
Frontier orbital gap (hartree): 0.3135
Molar mass (g mol⁻¹): 100.12
HOMO (eV): -8.87
Structure (SMILES): C1#CCC#CCC#C1

A structure of composition C41H60BCrN12OS5, computed with ωB97M-V/def2-TZVPD.

Each line ends with the Löwdin spin population.
Element x y z (Å)
H: 4.099 4.078 -3.250  0.00
C: -3.195 -3.100 -2.227  0.02
C: 0.239 4.004 3.095  0.00
H: 0.644 -4.863 -5.160  0.00
C: -2.925 2.126 -2.591  0.08
H: -4.083 -5.882 -3.938  0.00
H: -3.411 0.632 0.352  0.00
C: 3.248 -2.794 2.675  0.00
H: 2.789 5.130 0.118  0.00
H: -0.451 -5.106 -3.203  0.00
H: 4.762 3.742 -0.161  0.00
H: 3.503 4.327 3.692  0.00
H: -2.961 0.974 4.060  0.00
H: 3.340 5.626 -2.865  0.00
H: -5.089 1.720 2.008  0.00
C: 2.015 -2.231 -1.618  0.00
N: 3.682 0.699 -0.530  0.00
C: -3.700 0.242 1.321  0.00
C: 2.730 1.418 -1.153  0.00
H: 1.554 5.750 -0.984  0.00
C: 3.793 -1.528 -2.735  0.00
C: -4.078 1.398 2.270  0.00
C: -4.208 -2.520 -4.338  0.01
H: 0.207 -1.776 -4.822  0.00
C: 4.270 2.809 -0.356  0.00
H: 5.032 -1.044 -0.377  0.00
C: 2.002 4.840 -0.582  0.00
C: -2.306 1.105 -1.827  0.12
C: 1.314 -1.914 3.996  0.00
C: -4.185 -1.512 3.493  0.00
C: 3.718 4.697 -2.437  0.00
O: -1.379 -0.512 1.483  0.03
H: 0.751 -3.942 3.418  0.00
C: 1.428 -4.234 -4.740  0.00
H: -0.037 -0.240 3.549  0.00
H: -0.607 -1.870 -3.246  0.00
S: 1.244 0.835 -1.825  -0.01
H: 2.328 5.421 4.412  0.00
C: 1.483 3.760 -2.777  0.00
S: 1.416 0.479 1.577  -0.01
C: -3.953 -4.831 -3.715  0.02
C: 2.540 4.806 3.533  0.00
H: 4.743 -2.991 1.071  0.00
C: -3.622 -2.129 -3.137  0.00
H: -2.079 -1.874 3.289  0.00
H: 1.253 4.742 -3.197  0.00
H: -4.752 -0.329 5.218  0.00
C: 4.624 1.557 -0.017  0.00
N: 3.104 2.729 -1.101  0.00
N: 2.293 -1.808 2.871  0.00
H: 4.741 -1.038 -2.878  0.00
H: -1.682 4.781 -0.898  0.01
C: -2.720 3.437 -2.262  0.04
H: 0.436 6.056 3.249  0.00
C: -2.520 -0.280 -1.979  0.19
H: 5.474 1.190 0.532  0.00
C: 0.286 -2.968 3.574  0.00
C: 0.209 -4.464 -2.620  0.00
C: -0.222 -2.455 -4.081  0.00
H: -3.413 2.243 2.076  0.00
H: -4.849 -1.900 2.719  0.00
N: 3.190 -1.580 -1.501  0.00
H: -4.535 -1.767 -5.048  0.00
H: -0.529 2.916 0.269  0.00
H: -3.562 1.881 -3.432  0.00
H: 0.568 3.337 -2.383  0.00
N: -0.152 5.290 2.963  0.00
H: -0.368 -3.998 -1.829  0.00
H: 1.839 3.121 -3.586  0.00
H: 1.792 -3.607 -5.552  0.00
H: -0.191 -2.668 2.638  0.00
H: -4.849 -4.161 -5.546  0.00
Cr: -0.244 -0.184 -0.162  3.02
N: 1.910 -2.660 -2.905  0.00
H: 4.547 4.957 -1.781  0.00
H: -4.418 1.882 4.331  0.00
H: 0.981 -5.089 -2.164  0.00
H: -0.470 -3.083 4.357  0.00
C: -4.008 1.051 3.754  0.00
H: -4.546 -0.429 1.159  0.00
N: -2.853 -1.347 2.918  0.00
H: 1.795 2.808 3.372  0.00
S: -2.542 -2.531 -0.697  0.04
H: -4.096 -2.297 4.241  0.00
H: 3.372 -3.619 3.349  0.00
H: 1.235 4.286 -0.035  0.00
H: -3.985 -0.119 -3.395  0.00
C: -1.228 2.725 -0.536  0.01
C: 0.824 -3.446 -3.574  0.00
N: -1.430 1.437 -0.815  0.14
B: 3.849 -0.826 -0.322  0.00
H: 0.031 -0.782 5.241  0.00
C: 2.067 -2.367 5.252  0.00
H: 3.140 -2.367 -4.652  0.00
H: 2.504 -3.360 5.167  0.00
C: 2.378 -0.928 1.837  0.00
S: -0.823 2.729 2.893  0.00
N: -3.487 -0.776 -2.820  0.07
C: 3.001 -2.178 -3.607  0.00
N: 3.389 -1.327 1.048  0.00
H: 2.625 5.452 2.655  0.00
H: 1.362 -2.404 6.083  0.00
C: -2.572 -0.573 1.873  0.01
C: -4.755 -0.224 4.133  0.00
H: -2.989 -5.194 -1.832  0.00
H: 2.855 -1.657 5.507  0.00
C: -4.382 -3.866 -4.616  0.00
C: -1.868 3.756 -1.187  0.13
H: 1.331 0.192 4.560  0.00
H: -3.201 4.220 -2.834  0.00
H: -1.142 5.449 2.904  0.00
C: -3.347 -4.446 -2.530  0.00
N: 1.537 3.781 3.341  0.00
H: 2.238 -4.883 -4.399  0.00
H: -1.055 -2.995 -4.538  0.00
H: -5.804 -0.131 3.840  0.00
N: -1.748 -1.118 -1.252  0.11
C: 0.616 -0.599 4.336  0.00
C: 2.560 3.986 -1.723  0.00
S: 0.848 -2.402 -0.343  -0.01
C: 3.925 -2.487 1.557  0.00

Atomic forces in eV per Å
0.01 0.00 0.03
0.00 0.13 -0.11
0.17 -0.09 -0.12
0.01 0.00 0.03
-0.05 0.08 -0.05
0.00 0.02 0.01
0.02 0.00 -0.04
-0.05 0.02 0.08
-0.01 -0.02 0.00
0.00 -0.02 -0.01
0.01 -0.03 0.01
-0.01 -0.01 -0.01
-0.01 -0.01 0.01
0.00 -0.03 0.00
0.01 -0.02 0.02
0.02 0.14 -0.02
-0.15 0.05 0.04
0.03 -0.08 -0.08
-0.18 0.23 0.09
0.02 -0.01 0.00
0.00 -0.05 0.00
-0.02 0.07 -0.09
0.04 0.04 0.07
0.02 -0.02 0.01
0.03 -0.01 -0.09
0.05 -0.01 -0.07
-0.03 -0.04 0.01
0.04 -0.15 -0.10
-0.07 -0.08 0.04
0.03 0.02 0.02
-0.02 0.03 0.03
-0.34 -0.38 -0.07
0.01 0.02 -0.01
0.01 0.02 -0.01
-0.02 -0.03 0.03
-0.01 0.01 -0.01
0.10 -0.31 -0.42
-0.01 0.00 -0.01
-0.02 0.01 -0.07
-0.02 0.34 -0.07
0.00 -0.04 -0.05
0.01 -0.03 -0.02
-0.04 0.03 0.04
-0.06 -0.13 -0.03
0.05 -0.02 0.07
0.01 -0.03 -0.01
0.05 0.00 0.00
0.04 0.04 0.03
0.21 -0.13 -0.02
0.17 0.15 -0.09
-0.05 -0.04 -0.01
0.01 -0.02 0.02
0.00 -0.06 0.00
-0.03 -0.04 -0.02
0.04 0.17 0.14
-0.04 0.04 -0.03
-0.05 0.02 0.02
-0.03 -0.09 0.01
0.00 -0.03 0.06
-0.04 -0.06 0.02
-0.01 0.05 0.01
-0.15 -0.10 -0.02
0.02 -0.02 0.02
-0.03 0.02 -0.02
0.03 -0.02 0.04
0.00 0.02 0.05
0.05 0.12 0.08
-0.04 -0.03 -0.05
0.00 -0.02 0.03
0.00 0.06 0.01
0.01 0.00 0.00
0.01 0.00 0.02
0.16 -0.22 -0.13
0.15 0.10 0.09
-0.02 0.01 0.02
0.00 0.00 -0.03
-0.01 0.02 -0.02
0.03 0.01 0.00
0.01 0.03 0.05
-0.03 0.02 0.05
-0.06 -0.03 -0.15
0.04 -0.06 -0.07
0.01 -0.10 0.08
-0.01 0.00 -0.01
0.02 0.00 -0.01
0.06 0.05 -0.03
-0.02 -0.01 -0.01
-0.03 -0.01 0.07
-0.10 0.02 -0.05
0.02 0.06 0.21
0.00 0.08 -0.24
-0.02 0.02 -0.01
-0.03 0.02 0.01
0.02 -0.01 0.00
0.00 -0.03 -0.04
0.01 -0.16 0.12
-0.36 0.02 0.16
0.03 0.05 0.11
0.04 -0.16 0.01
-0.07 0.01 0.13
-0.01 0.01 0.01
0.00 0.02 -0.02
0.25 0.14 0.14
-0.08 -0.06 -0.02
-0.02 0.05 0.02
0.00 -0.01 -0.01
-0.04 -0.01 -0.05
0.06 0.02 0.02
0.02 -0.01 -0.02
0.00 0.00 0.01
-0.01 0.01 0.00
0.10 -0.03 0.05
0.06 0.13 0.09
-0.01 0.02 -0.01
0.03 0.00 0.00
0.01 -0.01 0.01
0.08 0.43 -0.13
-0.03 -0.05 0.06
-0.09 0.02 0.06
0.04 0.00 0.15
0.02 -0.05 -0.04

Multiplicity: 5
Total charge: +1
Electronic energy (eV): -146697.1666
Frontier orbital gap (spin up / spin down) (hartree): 0.2052 / 0.2675
Molar mass (g mol⁻¹): 960.16
HOMO (spin up / spin down) (eV): -7.61 / -9.49